Record 1
DFT (ωB97M-V/def2-TZVPD) results for a structure of composition C20H50NbO2 in a non-equilibrium geometry.

Atoms and positions in Å:
C  4.88244  3.43310  3.44663
C  4.26089  3.05005  2.06608
C  4.67496  1.61052  1.65151
C  3.68913  0.52116  2.21005
C  2.66752  0.02033  1.12237
Nb  0.56008  0.03320  2.05721
O  -1.42597  0.09036  2.69010
C  -1.78237  1.23536  3.44242
C  -2.03909  2.49318  2.58681
C  -3.43524  2.51706  1.88270
O  -2.00907  3.60578  3.50945
H  4.52402  4.43868  3.72179
H  5.98231  3.47709  3.33980
H  4.63766  2.71090  4.24015
H  4.69608  3.76179  1.33611
H  3.16615  3.19012  2.05206
H  5.67770  1.36776  2.06066
H  4.75848  1.56651  0.54918
H  4.26764  -0.34749  2.56875
H  3.12723  1.00236  3.02928
H  2.64454  0.77221  0.30632
H  2.90142  -0.97928  0.71935
H  -0.06430  0.01605  0.32818
H  0.71662  1.84526  2.10853
H  1.23503  -0.00120  3.75680
H  0.55942  -1.81363  2.14135
H  -1.05601  1.45268  4.24491
H  -2.74999  1.00151  3.94243
H  -1.27208  2.69299  1.82478
H  -4.11412  3.16199  2.46973
H  -3.30660  3.03731  0.91116
H  -3.85987  1.52383  1.67727
H  -2.19187  4.39811  3.01184
C  -3.42027  2.40693  -2.63811
C  -4.67049  3.27873  -2.66700
C  -5.82503  2.70759  -1.84357
C  -6.34835  1.35021  -2.31834
C  -6.83545  1.31535  -3.76706
C  -8.01772  2.24132  -4.02872
H  -3.60204  1.42218  -3.07172
H  -2.61849  2.87672  -3.21101
H  -3.06471  2.27084  -1.61465
H  -4.98337  3.44034  -3.70338
H  -4.41745  4.26531  -2.26684
H  -6.64427  3.43324  -1.83142
H  -5.50020  2.60527  -0.80328
H  -7.16971  1.04720  -1.66025
H  -5.56934  0.59345  -2.19042
H  -7.13433  0.29057  -4.00652
H  -6.01742  1.56201  -4.44983
H  -8.86396  1.98262  -3.38787
H  -8.34476  2.15718  -5.06745
H  -7.75967  3.28673  -3.85019
C  4.26406  -4.45180  1.39184
C  4.28746  -3.85515  -0.00972
C  3.04431  -4.19503  -0.83192
C  2.83444  -5.68622  -1.10636
C  3.99012  -6.38133  -1.82697
C  4.25923  -5.81860  -3.21770
H  4.24440  -5.54387  1.36720
H  5.15624  -4.14993  1.94474
H  3.39036  -4.10360  1.94712
H  5.19382  -4.17889  -0.53220
H  4.35660  -2.76758  0.07723
H  3.08899  -3.65053  -1.77957
H  2.16059  -3.81490  -0.30988
H  1.92301  -5.80268  -1.70255
H  2.64290  -6.20789  -0.16386
H  3.74994  -7.44518  -1.92076
H  4.90209  -6.32616  -1.22549
H  3.37309  -5.90552  -3.85081
H  5.07202  -6.36682  -3.69982
H  4.55061  -4.76776  -3.17866

For the total energy, the calculation gives -999.28116 Ha. The HOMO energy is -4.6 eV. The LUMO energy comes out at 2.60 eV. The charge is -1.

***

Record 2
DFT (ωB97M-V/def2-TZVPD) results for a cluster of 11 separate species, C4H32NO11 in total in a non-equilibrium geometry.

Atoms and positions in Å:
C  -1.83993  -0.00774  -1.38131
O  -2.44779  -1.09654  -0.76967
C  -0.59428  0.53151  -0.61032
C  0.27806  1.49538  -1.42949
C  1.77266  1.35799  -0.99236
N  -0.96717  1.20441  0.74696
H  -1.70988  -0.19765  -2.44652
H  -2.61022  0.75895  -1.27366
H  -2.10449  -2.03323  -1.02702
H  0.13454  -0.31611  -0.35599
H  0.20267  1.30366  -2.54321
H  -0.03946  2.57334  -1.37672
H  2.31103  2.25767  -1.25693
H  1.90172  1.02797  0.09688
H  2.08205  0.52697  -1.67088
H  -1.70890  1.82135  0.61332
H  -0.05344  1.59216  1.15555
H  -1.20752  0.52495  1.41844
H  -0.69724  -2.58527  -2.40241
H  -0.37768  -3.49490  -1.15886
O  -1.10811  -3.24366  -1.68343
H  -2.45055  -1.19560  0.78022
H  -3.39925  -0.64250  1.81560
O  -2.51526  -1.05225  1.74720
H  1.00257  -4.70934  0.87043
H  1.60173  -3.59135  0.12050
O  0.74833  -3.87984  0.54787
H  2.25116  -0.96513  2.56629
H  0.83596  -1.12735  2.06845
O  1.62593  -0.64923  1.82593
H  3.77151  -1.00320  -1.31086
H  2.99300  -0.66297  0.00544
O  2.97907  -1.26640  -0.82527
H  -2.90895  3.86361  1.58122
H  -1.34564  3.87223  1.59419
O  -2.08370  3.47979  1.84466
H  1.43350  4.74429  0.39493
H  1.04431  3.26837  0.28209
O  0.69985  4.16208  0.26245
H  1.06048  2.53411  2.71147
H  1.75250  1.30192  2.10722
O  1.34615  2.12273  1.94709
H  -1.34394  -2.18063  2.46257
H  -0.09760  -2.92656  1.87095
O  -0.30679  -2.29096  2.54055
H  -0.38265  -2.04395  -4.41352
H  0.70921  -1.61530  -3.43037
O  -0.23752  -1.54780  -3.61969

For the total energy, the calculation gives -1053.75377 Ha. The HOMO energy is -13.6 eV. The LUMO energy comes out at -2.48 eV. The charge is +1.

***

Record 3
DFT (ωB97M-V/def2-TZVPD) results for a structure of composition C6H8CoLiO6 in a non-equilibrium geometry.

Atoms and positions in Å:
Co  0.13566  2.38050  -0.11272
O  -1.73275  2.04083  0.42505
O  -1.83046  -0.09410  -0.17154
C  2.30197  0.70528  -1.12133
C  1.35935  1.74937  -1.67649
O  -2.06687  0.50398  2.03329
C  -1.92613  0.90166  0.88667
H  2.82293  0.10237  -1.87722
H  3.05391  1.14003  -0.44883
H  0.80035  1.32993  -2.52938
H  1.99874  2.54924  -2.08683
Li  -0.31011  0.21279  2.87206
O  0.89611  1.04777  1.25028
O  1.62922  -0.35961  -0.34396
C  -1.97326  -1.40715  0.08167
C  -0.71594  -2.19137  0.23991
O  0.35465  -1.08060  1.30883
C  1.00518  -0.10434  0.75624
H  -2.87594  -1.84409  -0.35616
H  -0.87660  -3.26897  0.35765
H  -0.09159  -2.15803  -0.65857
H  -1.95844  -2.15547  1.17136

As for the expectation value of S²: 3.758. For the total energy, the calculation gives -2074.85104 Ha. As for the spin multiplicity: 4. The HOMO energy (spin up / spin down) is -12.7 / -13.3 eV. The LUMO energy (spin up / spin down) comes out at -4.46 / -4.57 eV. The charge is +1.

***

Record 4
DFT (ωB97M-V/def2-TZVPD) results for the ion C5H10NO with charge +1 in a non-equilibrium geometry.

Atoms and positions in Å:
C  2.73987  -0.48289  -0.38148
N  1.41365  0.07590  -0.30967
C  0.51074  -0.34990  0.51049
C  -0.85482  0.06072  0.36973
C  -1.06923  0.93636  -0.85368
C  -2.00128  -0.38342  1.10124
O  -3.13593  0.23377  0.77597
H  2.70073  -1.59247  0.03005
H  3.10816  -0.45340  -1.31373
H  3.41698  -0.03313  0.28612
H  1.38599  0.95393  -0.81393
H  0.72128  -1.11321  1.22762
H  -1.81450  1.73160  -0.85985
H  -1.26321  0.23054  -1.67778
H  -0.09856  1.43408  -1.10300
H  -1.76143  -1.16190  1.78184
H  -3.99844  -0.08658  1.23007

For the total energy, the calculation gives -326.20057 Ha. Its structure (SMILES) is C/[NH+]=C/C(C)=C/O. The HOMO energy is -13.4 eV. The LUMO energy comes out at -4.78 eV. The charge is +1.

***

Record 5
DFT (ωB97M-V/def2-TZVPD) results for a structure of composition C2H5F2KOZn2 in a non-equilibrium geometry.

Atoms and positions in Å:
Zn  0.54135  -0.40703  -2.31878
Zn  -0.89001  1.73533  -0.34675
K  1.23453  3.16720  -4.11579
C  -0.37617  -0.57408  2.19142
C  0.52076  -0.70396  0.91854
O  0.02253  -0.32019  -0.33482
H  0.03574  -1.11184  3.04537
H  -1.33258  -1.03389  1.94249
H  -0.54341  0.40166  2.64757
H  0.74578  -1.76801  0.84600
H  1.47029  -0.17880  1.02196
F  -0.14996  1.63646  -2.28027
F  -1.27890  -0.84284  -3.21694

As for the expectation value of S²: 0.756. For the total energy, the calculation gives -4511.46786 Ha. As for the spin multiplicity: 2. The HOMO energy (spin up / spin down) is -22.0 / -21.9 eV. The LUMO energy (spin up / spin down) comes out at -16.23 / -17.09 eV. The charge is +3.

***

Record 6
DFT (ωB97M-V/def2-TZVPD) results for a structure of composition C21H27CsN6O2S3.

Atoms and positions in Å:
Cs  1.55252  -1.00697  1.56798
C  -1.56548  7.60584  -0.73594
C  -1.00746  6.22016  -0.56219
C  -0.01873  5.95322  0.37601
C  0.48849  4.66965  0.53883
C  0.00384  3.64017  -0.24788
C  -0.98227  3.88734  -1.19513
C  -1.48070  5.16717  -1.34672
S  0.62498  1.98578  -0.04696
O  1.57474  2.05627  1.05865
O  1.17301  1.62470  -1.34971
N  -0.54041  0.97522  0.22729
C  -1.20904  0.90512  1.43609
C  -1.56485  2.01771  2.21987
C  -2.27668  1.82219  3.38244
C  -2.63429  0.53182  3.76191
C  -2.23452  -0.50429  2.94211
N  -1.53306  -0.34272  1.81782
H  -1.04758  8.32301  -0.10082
H  -2.62625  7.63349  -0.48022
H  -1.47105  7.93831  -1.77072
H  0.36414  6.75938  0.99040
H  1.25685  4.45945  1.27037
H  -1.35276  3.07872  -1.81127
H  -2.24931  5.35860  -2.08674
H  -1.29073  3.01319  1.90127
H  -2.55868  2.67221  3.99152
H  -3.19743  0.33760  4.66352
H  -2.47825  -1.53031  3.19986
C  -1.55668  0.26170  -2.76490
C  -0.89553  -1.04461  -2.50611
C  -1.51800  -2.25974  -2.60743
C  -0.79084  -3.39929  -2.23809
N  0.48284  -3.35249  -1.88603
C  1.12627  -2.16193  -1.88395
S  2.77840  -2.03516  -1.59562
N  0.39736  -1.02591  -2.13021
C  -1.45373  -4.74158  -2.20154
H  -2.53204  0.11128  -3.22138
H  -0.93792  0.88301  -3.41294
H  -1.66574  0.77146  -1.80484
H  -2.54994  -2.32450  -2.91652
H  0.85405  -0.11468  -1.96797
H  -2.32007  -4.77790  -2.85933
H  -1.79628  -4.94277  -1.18400
H  -0.74350  -5.51790  -2.47780
C  0.57496  -4.81260  1.36454
N  1.84004  -4.56435  0.70840
C  2.97787  -4.28009  1.38231
S  3.01302  -4.05483  3.05884
N  4.08084  -4.16084  0.62435
C  5.35709  -3.72296  1.14944
H  -0.11727  -5.19382  0.61704
H  0.14649  -3.91297  1.81785
H  0.69954  -5.54841  2.15626
H  1.81744  -4.41024  -0.29391
H  3.93863  -4.08559  -0.37306
H  5.77622  -4.46685  1.82517
H  5.26769  -2.78707  1.70370
H  6.02979  -3.58039  0.30611

For the total energy, the calculation gives -2510.24550 Ha. The HOMO energy is -8.2 eV. The LUMO energy comes out at 0.11 eV.

***

What did the sixth record say?
DFT (ωB97M-V/def2-TZVPD) results for a structure of composition C21H27CsN6O2S3.

Atoms and positions in Å:
Cs  1.55252  -1.00697  1.56798
C  -1.56548  7.60584  -0.73594
C  -1.00746  6.22016  -0.56219
C  -0.01873  5.95322  0.37601
C  0.48849  4.66965  0.53883
C  0.00384  3.64017  -0.24788
C  -0.98227  3.88734  -1.19513
C  -1.48070  5.16717  -1.34672
S  0.62498  1.98578  -0.04696
O  1.57474  2.05627  1.05865
O  1.17301  1.62470  -1.34971
N  -0.54041  0.97522  0.22729
C  -1.20904  0.90512  1.43609
C  -1.56485  2.01771  2.21987
C  -2.27668  1.82219  3.38244
C  -2.63429  0.53182  3.76191
C  -2.23452  -0.50429  2.94211
N  -1.53306  -0.34272  1.81782
H  -1.04758  8.32301  -0.10082
H  -2.62625  7.63349  -0.48022
H  -1.47105  7.93831  -1.77072
H  0.36414  6.75938  0.99040
H  1.25685  4.45945  1.27037
H  -1.35276  3.07872  -1.81127
H  -2.24931  5.35860  -2.08674
H  -1.29073  3.01319  1.90127
H  -2.55868  2.67221  3.99152
H  -3.19743  0.33760  4.66352
H  -2.47825  -1.53031  3.19986
C  -1.55668  0.26170  -2.76490
C  -0.89553  -1.04461  -2.50611
C  -1.51800  -2.25974  -2.60743
C  -0.79084  -3.39929  -2.23809
N  0.48284  -3.35249  -1.88603
C  1.12627  -2.16193  -1.88395
S  2.77840  -2.03516  -1.59562
N  0.39736  -1.02591  -2.13021
C  -1.45373  -4.74158  -2.20154
H  -2.53204  0.11128  -3.22138
H  -0.93792  0.88301  -3.41294
H  -1.66574  0.77146  -1.80484
H  -2.54994  -2.32450  -2.91652
H  0.85405  -0.11468  -1.96797
H  -2.32007  -4.77790  -2.85933
H  -1.79628  -4.94277  -1.18400
H  -0.74350  -5.51790  -2.47780
C  0.57496  -4.81260  1.36454
N  1.84004  -4.56435  0.70840
C  2.97787  -4.28009  1.38231
S  3.01302  -4.05483  3.05884
N  4.08084  -4.16084  0.62435
C  5.35709  -3.72296  1.14944
H  -0.11727  -5.19382  0.61704
H  0.14649  -3.91297  1.81785
H  0.69954  -5.54841  2.15626
H  1.81744  -4.41024  -0.29391
H  3.93863  -4.08559  -0.37306
H  5.77622  -4.46685  1.82517
H  5.26769  -2.78707  1.70370
H  6.02979  -3.58039  0.30611

For the total energy, the calculation gives -2510.24550 Ha. The HOMO energy is -8.2 eV. The LUMO energy comes out at 0.11 eV.